Entry 1:
The following is a quantum chemistry calculation of a cluster of 14 separate species, C4H26BO21 in total, from the Open Molecules 2025 dataset.

* gap between HOMO and LUMO: 9.39 eV
* LUMO: 0.063 Eh
* F_max: 5.48 eV Å⁻¹

The geometry in ORCA input format:
```
! wB97M-V def2-TZVPD RIJCOSX def2/J DEFGRID3
* xyz -1 1
O 1.804 3.266 -2.195
C 1.075 2.595 -1.435
O 1.270 1.413 -0.835
B 0.123 1.044 -0.010
O -0.812 2.184 -0.178
C -0.346 3.090 -1.083
O -0.825 4.151 -1.474
O 0.362 0.757 1.412
C -0.059 -0.436 1.632
O 0.020 -1.093 2.701
C -0.665 -1.003 0.322
O -0.391 -0.137 -0.584
O -1.121 -2.146 0.175
O -1.619 -4.289 8.234
H -1.495 -4.584 7.332
H -1.034 -3.537 8.323
O -4.236 -1.911 -3.663
H -3.413 -2.182 -3.256
H -4.223 -2.320 -4.528
O 4.271 -0.358 -4.901
H 3.386 -0.002 -4.984
H 4.247 -0.871 -4.093
O -3.945 2.894 3.257
H -4.102 3.584 3.901
H -3.355 3.293 2.618
O 1.184 8.593 -6.531
H 0.834 8.369 -5.668
H 1.424 9.517 -6.460
O 4.425 -2.981 6.162
H 4.777 -2.670 5.328
H 3.492 -2.773 6.122
O 3.908 -2.749 -1.439
H 4.242 -2.352 -0.635
H 3.568 -3.600 -1.163
O -2.471 -6.793 4.846
H -1.727 -7.284 5.193
H -2.310 -6.746 3.904
O -6.148 -0.740 2.491
H -5.203 -0.595 2.456
H -6.530 0.095 2.221
O -6.521 -4.762 1.398
H -6.324 -3.843 1.579
H -5.923 -5.001 0.690
O 1.331 -6.901 -0.818
H 1.056 -6.061 -1.184
H 1.722 -6.678 0.027
O 4.559 6.124 -6.412
H 4.288 5.417 -5.826
H 3.765 6.641 -6.547
O 4.247 8.349 -2.217
H 4.390 7.440 -2.482
H 5.032 8.581 -1.722
*
```

natural (NBO) atomic charge list, values in e, 6 entries: atom 1 (O): -0.568, atom 2 (C): 0.677, atom 3 (O): -0.651, atom 4 (B): 1.152, atom 5 (O): -0.672, atom 6 (C): 0.683

=====

Entry 2:
The following is a quantum chemistry calculation of a cluster of 14 separate species, C4H26BO21 in total, from the Open Molecules 2025 dataset.

* gap between HOMO and LUMO: 9.25 eV
* LUMO: 0.058 Eh
* F_max: 5.47 eV Å⁻¹

The geometry in ORCA input format:
```
! wB97M-V def2-TZVPD RIJCOSX def2/J DEFGRID3
* xyz -1 1
O -2.898 -1.279 -2.924
C -2.109 -1.233 -1.972
O -1.477 -0.104 -1.570
B -0.481 -0.378 -0.503
O -0.565 -1.887 -0.329
C -1.581 -2.363 -1.112
O -1.927 -3.586 -1.140
O -0.865 0.292 0.734
C 0.294 0.793 1.246
O 0.413 1.366 2.349
C 1.422 0.569 0.208
O 0.897 0.021 -0.853
O 2.595 0.970 0.200
O 1.641 -2.712 1.156
H 2.368 -2.161 1.447
H 0.895 -2.421 1.680
O 4.199 -1.625 -0.464
H 3.288 -1.587 -0.172
H 4.685 -1.924 0.304
O -3.042 2.285 -0.607
H -3.249 2.964 0.035
H -2.319 2.650 -1.119
O 0.814 -0.647 4.936
H 1.767 -0.696 5.018
H 0.665 0.036 4.282
O -2.084 3.091 3.360
H -1.291 2.714 2.978
H -1.980 4.036 3.243
O 3.613 3.371 0.283
H 3.080 2.579 0.217
H 3.086 4.051 -0.137
O 5.626 2.022 -1.404
H 5.043 1.543 -1.993
H 5.043 2.398 -0.744
O 1.508 -4.026 -1.110
H 0.676 -3.699 -1.451
H 1.611 -3.588 -0.266
O 3.362 -0.906 2.324
H 3.608 0.016 2.407
H 4.137 -1.388 2.612
O -5.398 -2.752 -2.956
H -5.923 -2.074 -3.382
H -4.594 -2.304 -2.694
O -5.109 0.142 -3.958
H -5.034 0.983 -3.508
H -4.246 -0.260 -3.861
O -1.047 1.749 -4.591
H -1.186 1.946 -3.665
H -1.795 2.146 -5.037
O -2.134 0.075 3.854
H -1.978 1.019 3.896
H -2.022 -0.227 4.756
*
```

natural (NBO) atomic charge list, values in e, 6 entries: atom 1 (O): -0.603, atom 2 (C): 0.717, atom 3 (O): -0.662, atom 4 (B): 1.186, atom 5 (O): -0.666, atom 6 (C): 0.655

=====

Entry 3:
The following is a quantum chemistry calculation of a cluster of 9 separate species, C4H26N2O9 in total, from the Open Molecules 2025 dataset.

* ⟨S²⟩: 0.75
* gap between HOMO and LUMO (spin up / spin down): 10.05 / 4.91 eV
* LUMO (spin up / spin down): -0.124 / -0.312 Eh
* F_max: 3.76 eV Å⁻¹

The geometry in ORCA input format:
```
! wB97M-V def2-TZVPD RIJCOSX def2/J DEFGRID3
* xyz 1 2
C -0.334 1.541 1.372
C 0.614 1.814 0.208
C 1.151 0.494 -0.355
C 2.617 0.268 -0.139
N 3.132 0.024 1.124
O 3.441 0.372 -1.039
N -1.496 0.803 0.896
H 0.115 0.852 2.169
H -0.572 2.416 1.978
H 1.478 2.357 0.638
H 0.156 2.428 -0.560
H 0.939 0.418 -1.418
H 0.617 -0.336 0.098
H 4.132 0.122 1.060
H 2.585 -0.183 1.941
H -2.223 0.850 1.640
H -1.431 -0.208 0.671
H -3.207 2.111 -0.100
H -2.307 2.421 -1.239
O -2.895 2.864 -0.608
H -1.158 -0.904 -3.060
H -1.415 0.508 -2.680
O -1.828 -0.209 -3.174
H 0.623 -1.842 -2.752
H 1.341 -1.578 -1.394
O 0.518 -1.878 -1.792
H -0.403 -2.037 -0.123
H -1.993 -1.948 0.063
O -1.122 -2.053 0.516
H -2.689 -0.348 -1.664
H -3.812 -1.205 -1.158
O -2.959 -0.863 -0.861
H -1.366 -1.106 2.195
H -1.527 -2.355 2.853
O -1.413 -1.430 3.106
H 3.284 -0.165 -2.891
H 2.056 0.398 -3.477
O 2.485 -0.463 -3.362
H 1.304 -0.053 4.188
H 1.567 -1.314 3.341
O 1.996 -0.582 3.789
*
```

natural (NBO) atomic charge list, values in e, 6 entries: atom 1 (C): -0.280, atom 2 (C): -0.419, atom 3 (C): -0.524, atom 4 (C): 0.660, atom 5 (N): -0.832, atom 6 (O): -0.632

=====

Entry 4:
The following is a quantum chemistry calculation of a cluster of 8 separate species, C4H26N3O7S in total, from the Open Molecules 2025 dataset.

* gap between HOMO and LUMO: 6.73 eV
* LUMO: 0.100 Eh
* F_max: 4.03 eV Å⁻¹

The geometry in ORCA input format:
```
! wB97M-V def2-TZVPD RIJCOSX def2/J DEFGRID3
* xyz -1 1
C -0.516 -0.049 2.037
N -1.105 0.962 1.126
C -2.556 1.002 0.936
N -3.090 0.172 -0.148
C -0.359 -1.393 1.334
C 0.606 -1.331 0.141
S 0.955 -2.905 -0.654
N -0.059 -2.417 2.325
H 0.438 0.446 2.288
H -1.157 -0.140 2.910
H -0.508 1.135 0.338
H -3.115 0.718 1.839
H -2.680 2.056 0.697
H -2.908 -0.804 0.045
H -2.474 0.366 -0.936
H -1.358 -1.623 0.892
H 1.558 -0.969 0.516
H 0.175 -0.714 -0.640
H 0.897 -2.346 2.645
H -0.231 -3.315 1.894
H 1.020 2.366 0.046
H 2.300 1.720 -0.323
O 1.802 1.977 0.471
H -2.605 -3.138 -0.076
H -2.482 -3.274 -1.597
O -3.083 -2.955 -0.905
H 2.966 0.364 1.880
H 3.743 -0.973 1.643
O 3.837 -0.059 1.923
H -0.356 -1.300 -2.369
H 0.944 -1.558 -3.149
O 0.167 -0.988 -3.114
H 3.607 1.614 -0.997
H 2.456 1.320 -1.970
O 2.928 2.054 -1.524
H 0.604 3.280 -1.730
H -0.736 3.119 -1.356
O -0.071 3.831 -1.306
H -0.029 0.981 -2.416
H 0.307 1.100 -0.977
O 0.168 1.668 -1.739
*
```

natural (NBO) atomic charge list, values in e, 6 entries: atom 1 (C): -0.223, atom 2 (N): -0.664, atom 3 (C): -0.059, atom 4 (N): -0.835, atom 5 (C): -0.081, atom 6 (C): -0.537

=====

Entry 5:
The following is a quantum chemistry calculation of a cluster of 11 separate species, C4H26O10 in total, from the Open Molecules 2025 dataset.

* gap between HOMO and LUMO: 9.43 eV
* SMILES string: C=CC=C.O.O.O.O.O.O.O.O.O.O
* LUMO: 0.010 Eh
* F_max: 1.11 eV Å⁻¹

The geometry in ORCA input format:
```
! wB97M-V def2-TZVPD RIJCOSX def2/J DEFGRID3
* xyz 0 1
C 0.002 -0.175 0.726
C 0.251 0.145 -0.535
C 1.528 -0.239 -1.187
C 1.624 -0.655 -2.444
H 0.776 -0.512 1.385
H -0.930 -0.014 1.254
H -0.358 0.746 -1.194
H 2.417 -0.091 -0.584
H 2.631 -0.782 -2.834
H 0.821 -0.770 -3.163
O -2.897 0.395 -0.282
H -3.779 0.644 0.002
H -2.375 1.220 -0.453
O -1.747 -2.492 0.642
H -1.800 -1.559 0.418
H -1.263 -2.913 -0.088
O 0.904 3.026 0.257
H 1.621 2.437 0.613
H 1.368 3.718 -0.223
O 2.271 1.377 1.804
H 2.086 0.436 1.965
H 3.092 1.584 2.259
O 2.677 -1.320 2.271
H 1.865 -1.870 2.397
H 3.104 -1.691 1.496
O -2.289 -0.232 -2.868
H -2.923 -0.943 -2.944
H -2.315 0.062 -1.939
O -0.349 -3.185 -1.629
H 0.611 -3.206 -1.679
H -0.598 -2.380 -2.102
O 0.559 -2.941 2.043
H 0.630 -3.733 2.585
H -0.395 -2.762 1.942
O -1.548 2.644 -0.789
H -1.868 2.947 -1.644
H -0.590 2.830 -0.671
O -1.035 3.443 2.104
H -0.159 3.230 1.736
H -1.616 3.579 1.353
*
```

natural (NBO) atomic charge list, values in e, 6 entries: atom 1 (C): -0.359, atom 2 (C): -0.253, atom 3 (C): -0.210, atom 4 (C): -0.426, atom 5 (H): 0.178, atom 6 (H): 0.216

=====

Entry 6:
The following is a quantum chemistry calculation of a cluster of 8 separate species, C4H27N2O7 in total, from the Open Molecules 2025 dataset.

* gap between HOMO and LUMO: 9.91 eV
* LUMO: -0.096 Eh
* F_max: 13.73 eV Å⁻¹

The geometry in ORCA input format:
```
! wB97M-V def2-TZVPD RIJCOSX def2/J DEFGRID3
* xyz 1 1
C 2.950 1.206 -0.783
C 1.493 1.525 -0.438
C 1.289 2.557 0.772
C -0.198 2.875 1.132
N -0.762 1.675 1.881
N 0.974 0.057 0.095
H 3.344 0.258 -0.150
H 3.308 1.095 -1.877
H 3.625 1.967 -0.244
H 1.010 1.843 -1.309
H 1.954 3.466 0.518
H 1.796 2.260 1.604
H -0.131 3.809 1.892
H -0.665 3.162 0.129
H -0.416 1.676 2.797
H -1.796 1.650 1.928
H 0.748 -0.584 -0.710
H 1.686 -0.162 0.811
H 0.129 0.162 0.591
H -0.341 -2.536 -1.510
H 0.146 -3.799 -2.475
O 0.303 -3.191 -1.746
H 0.413 -3.383 1.030
H 0.708 -2.869 2.577
O 0.243 -2.732 1.740
H -2.579 -1.838 1.298
H -1.219 -2.513 1.408
O -2.124 -2.311 0.816
H -4.068 2.004 0.916
H -4.243 0.392 0.697
O -3.699 1.176 0.973
H -1.303 1.223 -1.950
H -1.480 -0.045 -1.172
O -0.850 0.806 -1.241
H 1.866 -2.200 -1.537
H 2.089 -0.892 -2.292
O 2.478 -1.440 -1.557
H -2.185 -2.245 -0.665
H -2.511 -2.179 -2.292
O -1.982 -1.922 -1.654
*
```

natural (NBO) atomic charge list, values in e, 6 entries: atom 1 (C): -0.673, atom 2 (C): 0.006, atom 3 (C): -0.433, atom 4 (C): -0.230, atom 5 (N): -0.894, atom 6 (N): -0.731

=====

Entry 7:
The following is a quantum chemistry calculation of a cluster of 10 separate species, C4H27NO10S in total, from the Open Molecules 2025 dataset.

* gap between HOMO and LUMO: 6.03 eV
* LUMO: 0.186 Eh
* F_max: 8.53 eV Å⁻¹

The geometry in ORCA input format:
```
! wB97M-V def2-TZVPD RIJCOSX def2/J DEFGRID3
* xyz -2 1
C 0.797 1.549 0.345
C 0.332 0.469 1.455
C 0.640 0.787 3.032
S -0.786 1.575 4.012
N 0.927 -0.852 1.391
C 0.231 -1.715 0.385
O 0.795 -1.715 -0.861
H 1.771 1.406 0.010
H 0.896 2.501 0.869
H 0.140 1.744 -0.439
H -0.810 0.522 1.280
H 0.857 -0.094 3.652
H 1.501 1.517 3.176
H 1.903 -0.927 1.151
H 0.258 -2.753 0.793
H -0.891 -1.425 0.330
H 2.885 -2.635 -1.607
H 2.198 -1.632 -0.985
O 3.195 -1.903 -1.298
H -0.239 -1.901 3.001
H -0.863 -1.057 3.871
O -0.652 -2.000 3.877
H 0.144 -2.601 -2.589
H 0.983 -1.746 -3.533
O 0.405 -2.423 -3.567
H -0.930 -0.023 -2.894
H -0.143 -0.347 -1.555
O -0.565 0.334 -2.102
H 3.977 0.312 -1.296
H 3.199 -0.308 -2.072
O 3.459 0.593 -1.952
H 0.181 1.607 -2.735
H 1.539 2.025 -2.645
O 0.708 2.321 -3.091
H -2.994 1.462 2.177
H -2.112 1.712 0.917
O -2.893 1.227 1.214
H -3.634 -0.481 -0.471
H -3.326 -0.618 1.035
O -3.626 -1.099 0.234
H -2.637 2.155 -1.472
H -3.529 1.830 -0.205
O -3.287 2.608 -0.834
*
```

natural (NBO) atomic charge list, values in e, 6 entries: atom 1 (C): -0.655, atom 2 (C): -0.078, atom 3 (C): -0.511, atom 4 (S): -0.800, atom 5 (N): -0.700, atom 6 (C): 0.108

=====

Entry 8:
The following is a quantum chemistry calculation of a cluster of 10 separate species, C4H27NO11S in total, from the Open Molecules 2025 dataset.

* gap between HOMO and LUMO: 9.85 eV
* SMILES string: O=C(O)NCCCS.O.O.O.O.O.O.O.O.O
* LUMO: 0.001 Eh
* F_max: 2.54 eV Å⁻¹

The geometry in ORCA input format:
```
! wB97M-V def2-TZVPD RIJCOSX def2/J DEFGRID3
* xyz 0 1
O 0.778 0.713 -3.065
C 0.084 0.932 -2.112
O 0.629 1.108 -0.854
N -1.245 1.311 -2.186
C -2.302 0.546 -1.442
C -2.015 -0.971 -1.177
C -1.196 -1.677 -2.295
S -1.136 -3.484 -1.943
H 0.073 1.402 -0.096
H -1.563 1.469 -3.170
H -3.136 0.553 -2.116
H -2.526 0.990 -0.483
H -1.365 -0.984 -0.330
H -2.967 -1.438 -0.933
H -1.495 -1.325 -3.294
H -0.131 -1.354 -2.233
H -0.502 -3.276 -0.780
O 0.377 0.672 3.656
H 1.252 0.595 3.169
H 0.484 -0.203 4.074
O -0.077 2.543 2.153
H -0.442 2.929 2.957
H -0.073 1.590 2.334
O 2.213 -2.062 -1.905
H 1.918 -1.244 -2.338
H 1.529 -2.585 -2.372
O 3.551 -0.202 -0.542
H 2.801 0.445 -0.479
H 4.045 0.288 -1.213
O -1.795 -2.019 2.558
H -2.322 -2.181 1.765
H -0.956 -1.762 2.107
O 1.275 -2.016 0.751
H 1.517 -1.487 -0.042
H 1.874 -2.699 0.403
O 1.305 3.667 -0.050
H 1.361 3.405 0.873
H 1.445 2.893 -0.606
O -3.112 2.127 1.692
H -2.195 2.373 1.520
H -3.214 1.229 2.007
O 2.343 0.121 2.067
H 1.931 -0.498 1.430
H 2.979 -0.434 2.541
*
```

natural (NBO) atomic charge list, values in e, 6 entries: atom 1 (O): -0.610, atom 2 (C): 0.901, atom 3 (O): -0.765, atom 4 (N): -0.660, atom 5 (C): -0.223, atom 6 (C): -0.432

=====

Entry 9:
The following is a quantum chemistry calculation of a cluster of 9 separate species, C4H27NO9 in total, from the Open Molecules 2025 dataset.

* gap between HOMO and LUMO: 9.51 eV
* SMILES string: COC[C@H](C)N.O.O.O.O.O.O.O.O
* LUMO: 0.009 Eh
* F_max: 4.15 eV Å⁻¹

The geometry in ORCA input format:
```
! wB97M-V def2-TZVPD RIJCOSX def2/J DEFGRID3
* xyz 0 1
C 6.382 -2.220 1.385
O 6.343 -2.041 -0.034
C 5.187 -1.248 -0.445
C 3.955 -2.033 -0.353
C 4.011 -3.472 -0.931
N 2.990 -1.246 -1.094
H 6.356 -1.243 1.866
H 7.118 -2.933 1.757
H 5.463 -2.701 1.721
H 5.291 -0.270 0.025
H 5.520 -1.024 -1.458
H 3.567 -2.149 0.659
H 3.104 -3.834 -1.415
H 4.151 -4.229 -0.159
H 4.879 -3.538 -1.587
H 2.274 -0.871 -0.490
H 2.476 -1.853 -1.717
O -1.844 6.308 -2.346
H -0.939 6.043 -2.509
H -1.931 7.152 -2.789
O -7.325 -0.859 2.303
H -8.102 -0.590 2.793
H -6.965 -0.043 1.957
O -1.005 3.140 4.575
H -0.091 2.947 4.783
H -1.382 3.440 5.402
O 2.058 4.141 -4.101
H 1.684 3.289 -3.877
H 2.674 3.954 -4.809
O -2.772 1.739 -0.561
H -3.072 2.528 -1.012
H -2.730 1.991 0.362
O -7.287 3.870 3.354
H -6.679 3.607 4.045
H -8.155 3.767 3.745
O -5.170 -3.104 -4.229
H -4.838 -2.487 -3.576
H -5.529 -3.827 -3.715
O -3.097 -3.695 0.653
H -3.892 -3.573 1.172
H -2.677 -2.835 0.652
*
```

natural (NBO) atomic charge list, values in e, 6 entries: atom 1 (C): -0.259, atom 2 (O): -0.556, atom 3 (C): -0.074, atom 4 (C): -0.101, atom 5 (C): -0.622, atom 6 (N): -0.834

=====

Entry 10:
The following is a quantum chemistry calculation of a cluster of 15 separate species, C4H28BO22 in total, from the Open Molecules 2025 dataset.

* gap between HOMO and LUMO: 9.77 eV
* LUMO: 0.052 Eh
* F_max: 3.99 eV Å⁻¹

The geometry in ORCA input format:
```
! wB97M-V def2-TZVPD RIJCOSX def2/J DEFGRID3
* xyz -1 1
O -1.022 2.179 -2.445
C -0.605 1.640 -1.466
O -0.047 0.425 -1.524
B 0.383 0.128 -0.146
O 0.243 1.398 0.603
C -0.485 2.246 -0.057
O -0.882 3.356 0.337
O 1.842 -0.262 -0.245
C 2.006 -1.292 0.541
O 3.070 -1.773 0.904
C 0.703 -1.954 0.877
O -0.286 -1.089 0.373
O 0.599 -2.895 1.667
O -3.108 2.277 -4.849
H -4.016 2.009 -4.710
H -2.697 2.188 -3.989
O 3.508 -4.204 -0.630
H 4.267 -4.040 -1.189
H 3.471 -3.447 -0.046
O -0.200 4.755 3.014
H -0.952 4.480 3.538
H -0.010 4.003 2.453
O 6.220 -2.775 1.038
H 5.298 -2.722 1.290
H 6.643 -3.225 1.769
O -1.209 5.934 -1.632
H -1.680 5.197 -2.020
H -1.571 6.012 -0.749
O -4.041 3.090 1.624
H -4.374 2.590 0.879
H -3.257 3.526 1.290
O -2.110 5.970 0.863
H -1.782 5.134 1.194
H -1.690 6.629 1.416
O 2.057 -2.192 4.029
H 2.378 -1.998 3.148
H 1.136 -2.423 3.904
O -0.497 -5.508 0.668
H -0.048 -4.745 1.034
H -1.320 -5.559 1.154
O 0.651 1.212 -4.822
H 1.169 1.916 -4.432
H -0.131 1.158 -4.274
O -0.674 -2.924 4.188
H -0.827 -1.982 4.120
H -1.491 -3.275 4.542
O -1.618 -1.301 -3.546
H -1.523 -0.835 -2.715
H -0.728 -1.568 -3.774
O -2.528 -2.530 1.220
H -2.628 -2.870 0.331
H -1.736 -1.994 1.184
O 1.716 -2.751 -2.184
H 2.259 -1.963 -2.163
H 2.152 -3.358 -1.586
*
```

natural (NBO) atomic charge list, values in e, 6 entries: atom 1 (O): -0.568, atom 2 (C): 0.671, atom 3 (O): -0.655, atom 4 (B): 1.204, atom 5 (O): -0.639, atom 6 (C): 0.719

=====

Relative energy (zero: lowest compared OMol25 entry of this formula, charge and spin) (computed, kcal per mole): 68.96, 42.53, 0.00, 41.82, 0.00, 111.88, 53.32, 54.64, 89.19, 31.75